# 1
Density functional theory data (ωB97M-V/def2-TZVPD) for a structure of composition C28H49BrNOP3Pb at a distorted geometry.

Cartesian coordinates (Å):
H -6.69644 6.50780 -3.13235
C -3.50114 -2.25508 0.41338
H -1.88278 2.86281 -3.66915
H 1.07031 -0.52266 -2.12698
H 4.48694 -0.25087 -2.07552
H -1.02257 -3.66448 -3.02329
H -1.67017 0.22617 1.22112
H -2.65497 -3.51335 -1.17298
H 0.67674 -3.73838 -3.51486
H 5.65960 -0.92467 3.18008
H 3.57810 -1.51717 -1.19069
C 0.41326 -3.10792 -1.47721
H -0.66357 -0.98860 4.69965
H -2.25494 -4.47797 1.61157
H -0.68737 -5.20919 1.99543
H -4.23479 -1.49042 0.11437
C -0.32619 -0.55750 -0.37320
C -2.29950 1.61501 4.73913
C -2.51195 -2.50621 -0.74725
H 0.64302 -4.11346 -1.09378
C 5.73751 2.22637 0.17563
P -0.76669 -2.35751 -0.33141
H -2.71034 -1.80072 -1.56867
H 5.43585 3.21551 0.52489
C 4.61255 1.21140 0.41507
H -0.85082 -2.53893 2.06754
H -2.99969 1.66956 -0.19927
C -4.21875 4.13066 -2.92129
H 5.20983 -2.36608 -3.05970
C -1.20857 -4.55984 1.28406
H 5.44746 -3.13100 -1.48051
Br 1.28441 -0.20781 0.69345
H 6.28008 -2.41080 2.41788
C 5.37018 -1.85401 2.67440
H -3.97815 2.68426 -4.56568
C -0.05059 -3.16530 -2.92917
H 4.80461 -2.46609 3.38756
H 4.24632 1.27668 1.45209
C -0.50786 -3.19288 1.25115
C -5.57926 4.01956 -4.95016
C 0.55382 1.62107 5.20237
H 5.98954 2.30576 -0.88584
C -6.07175 5.64783 -3.40497
H 3.77686 1.35669 -0.28774
C -1.45264 0.27220 0.14927
H -3.43622 3.49962 -0.96309
C -0.46547 0.92156 -2.38274
C 5.50047 -2.17898 -2.02009
N -6.34412 5.03758 -4.56174
H 0.57498 -3.32790 1.38478
C -4.52733 3.52937 -4.17016
H -4.86155 5.76755 -1.61667
H 1.33507 -2.51888 -1.37287
C 4.58156 -1.11544 -1.40083
P -0.70315 1.30918 3.94289
H 0.16974 1.35206 6.19496
P 5.28265 -0.48492 0.17530
H -0.08166 1.23698 -3.36578
H -2.19811 1.48324 5.82328
O -0.54267 2.06636 2.66745
C 4.50308 -1.58760 1.43500
C 0.11589 -0.10919 -1.75414
C -5.03075 5.22905 -2.55085
H 3.54359 -1.12143 1.70896
H 6.54767 -1.85332 -2.02129
H -3.01887 -1.88965 1.33368
H -2.61573 2.63901 4.50459
H 0.27859 -0.74018 3.18777
H -1.51047 -0.80198 3.13880
H -1.19972 -5.06834 0.30940
H -5.83126 3.57567 -5.91084
H -3.03055 0.90153 4.33667
C -3.15425 3.57899 -2.03370
Pb -0.88797 3.87294 -1.22401
H 6.65231 1.94812 0.70993
C -0.64250 -0.49021 3.72542
H -4.05543 -3.17261 0.66797
C -1.59892 1.62967 -1.86494
H 0.82297 2.68275 5.18367
H 4.29965 -2.53834 0.91846
C -2.15519 2.74587 -2.61511
C -2.10611 1.18760 -0.60776
H 1.44010 1.01383 4.98089
H -0.12583 -2.17000 -3.38164

Computed properties:
Total charge: +2
LUMO, Eh: -0.286
Highest occupied orbital energy, eV: -11.64
Largest force on an atom, eV/A: 3.9
DFT total energy, hartree: -5016.61913

---

# 2
Density functional theory data (ωB97M-V/def2-TZVPD) for a structure of composition C28H49N2O2P3Ru at a distorted geometry.

Cartesian coordinates (Å):
H -0.51637 2.36877 -2.33169
H 2.34551 -3.26583 1.22721
C -0.11414 -1.92158 -5.35163
H 2.09903 4.61379 -0.50522
H 1.04332 0.57627 6.44221
H -0.08475 -3.54039 -1.99832
H -3.62445 0.40384 5.44758
H 2.05338 2.19935 -3.36075
H 1.21225 -3.17828 -6.47926
H 2.36728 4.03659 1.50554
C -2.36333 -1.61900 -6.26181
C -3.14679 1.08032 2.65186
C 0.17040 -2.75070 -6.42962
C -4.77042 0.33000 1.03740
H 4.89912 -1.65986 -0.44998
H -1.59706 0.21650 -4.26365
H 0.22205 -3.53860 1.33524
H 3.60498 -1.12196 -1.55731
C -0.74580 -3.00986 -7.42994
Ru 1.19413 0.16588 -0.10834
C 1.63954 3.70151 -0.93417
C -5.44069 1.53344 1.19019
H 4.17273 1.08134 -1.29198
H -5.09269 -0.42602 0.32428
C 3.81968 -1.69155 -0.64567
H -3.01859 -0.81659 1.66416
C 0.22716 0.48499 3.81425
C -2.00630 -2.37744 -7.38688
H -0.50635 -0.08110 7.01771
P 2.88752 -0.93298 0.78300
C 0.73057 -3.08081 -1.45713
C -0.70470 0.60589 2.73206
C -1.59042 -1.39928 -1.03763
C 1.20008 1.50321 -3.41373
N -1.74199 0.97925 4.64895
H -0.47423 -3.65705 -8.30464
C 4.12205 -0.11424 1.94318
H -1.44323 -3.27309 0.78647
C -4.97252 2.55315 2.06610
C -3.58967 0.09659 1.76545
H -3.43090 2.14398 5.23757
O -0.59944 0.52469 1.47083
C -0.04848 0.71397 6.39669
H -2.33637 -2.03878 -0.57264
C -0.08658 1.89955 -3.24591
H 1.84640 2.53182 2.30142
H -3.33585 -1.12425 -6.24867
N -1.93733 0.86299 3.31271
P 0.05971 -1.74432 -0.36173
C -1.45258 -1.45968 -5.21303
H -0.29040 1.68699 6.86809
H -6.36433 1.71846 0.60965
H 3.52449 -2.73046 -0.82218
H -2.67594 -2.48129 -8.21641
H -1.81975 -0.36002 -0.81614
H 3.58944 2.79458 1.92655
H -2.57100 1.31168 6.53620
H 1.44512 0.55198 -3.93321
O -1.71814 -0.72147 -4.08994
H 4.77328 0.60587 1.44494
C 2.55829 2.96244 1.58431
H 0.58765 3.74668 -0.77005
H 4.73848 -0.88207 2.41571
C 4.01426 2.05080 -0.80123
H 3.33041 -2.64029 2.57175
H 1.86999 3.68085 -2.01364
H 4.75645 2.18412 -0.02108
C -2.92911 1.22530 5.50142
H 3.58751 0.41020 2.73521
H 0.62424 -1.60426 -4.61693
C -3.77229 2.31489 2.76988
C 2.52474 -2.40035 1.86929
H 1.44622 -2.68060 -2.17925
H -0.72038 -2.16397 1.96229
H -5.47147 3.48140 2.16349
H -3.34013 3.09517 3.38603
C -0.51151 -2.77624 1.07797
P 2.30830 2.17050 -0.10625
H 1.27097 0.29904 3.65238
H 1.62720 -2.20763 2.46029
H -1.59602 -1.53762 -2.12419
H -0.81029 1.81262 -4.06467
H 1.22818 -3.83003 -0.84166
H 4.14994 2.83565 -1.55514
C -0.50930 0.69265 4.97585

Computed properties:
Total charge: +4
LUMO (spin up / spin down), Eh: -0.409 / -0.509
Highest occupied orbital energy (spin up / spin down), eV: -19.07 / -18.90
2S+1: 5
Largest force on an atom, eV/A: 4.4
DFT total energy, hartree: -2473.64365
Expectation value of S²: 6.0528